Version i
Below is a cluster of 2 separate species, C3H11N2 in total, with properties calculated with ωB97M-V/def2-TZVPD.

Last column: Löwdin spin population.
CARTESIAN COORDINATES (ANGSTROEM)
N  0.859  -1.498  0.986  0.250
N  0.355  1.132  -0.474  0.689
C  -0.379  -1.183  0.201  -0.004
C  -0.772  1.911  0.061  0.088
C  -0.035  -0.189  -1.011  0.073
H  -0.554  -2.148  2.025  -0.200
H  1.673  -2.036  0.687  0.003
H  -1.187  1.394  0.924  0.012
H  -0.927  -0.243  -1.650  0.038
H  -0.751  -2.089  -0.254  -0.003
H  -0.907  -0.654  1.004  -0.014
H  1.140  -0.721  1.584  0.001
H  0.858  1.619  -1.223  0.017
H  -1.550  1.963  -0.709  0.048
H  -0.421  2.885  0.425  0.002
H  0.790  -0.521  -1.643  0.000

Its total charge is +2. As for the expectation value of S²: 0.88. The orbital gap (spin up / spin down) is 9.79 / 8.18 eV. The multiplicity is 2.

Version ii
Below is a cluster of 2 separate species, C3H11N2 in total, with properties calculated with ωB97M-V/def2-TZVPD.

Last column: Löwdin spin population.
CARTESIAN COORDINATES (ANGSTROEM)
N  0.613  1.411  0.482  0.023
N  -0.896  -0.930  -0.312  0.604
C  -0.371  -2.062  -0.220  0.125
C  1.960  1.057  1.140  0.001
C  -1.997  -0.493  -1.182  0.091
H  -2.892  -0.384  -0.564  0.026
H  0.717  2.232  -0.117  0.000
H  -1.716  0.436  -1.691  0.024
H  0.043  1.718  1.277  0.000
H  2.431  1.981  1.446  0.001
H  2.532  0.573  0.348  0.000
H  -0.959  -2.991  -0.199  0.052
H  1.782  0.268  1.863  0.000
H  0.169  0.577  0.053  0.010
H  -2.130  -1.193  -2.006  0.008
H  0.716  -2.200  -0.318  0.037

Its total charge is +2. As for the expectation value of S²: 0.76. The orbital gap (spin up / spin down) is 11.22 / 9.38 eV. The multiplicity is 2.

Version iii
Below is a cluster of 2 separate species, C3H11N2 in total, with properties calculated with ωB97M-V/def2-TZVPD.

Last column: Löwdin spin population.
CARTESIAN COORDINATES (ANGSTROEM)
N  0.922  0.222  -0.401  0.035
N  -1.917  0.642  0.129  0.653
C  1.045  -1.286  -0.351  0.005
C  1.952  0.910  0.476  0.003
C  -2.450  -0.469  0.222  0.129
H  -0.085  0.456  -0.258  0.012
H  0.116  -1.657  -0.771  0.001
H  2.135  0.260  1.328  0.000
H  1.109  0.501  -1.370  0.001
H  2.890  0.986  -0.066  0.002
H  1.529  1.868  0.764  0.001
H  -1.876  -1.333  0.599  0.042
H  -3.539  -0.616  0.046  0.069
H  1.930  -1.603  -0.893  0.003
H  -2.570  1.447  -0.035  0.047
H  1.067  -1.557  0.701  0.000

Its total charge is +2. As for the expectation value of S²: 0.76. The orbital gap (spin up / spin down) is 11.89 / 7.21 eV. The multiplicity is 2.

Winner for stability: version ii

Version i
Below is the molecule C6H6N2OS, with properties calculated with ωB97M-V/def2-TZVPD.

Last column: natural (NBO) charge in e.
CARTESIAN COORDINATES (ANGSTROEM)
S  1.922  1.095  -2.594  -0.294
O  -0.666  -2.049  -0.507  -0.519
N  -0.359  -0.642  -0.627  -0.077
N  -1.907  0.298  2.756  -0.311
C  0.279  -0.031  0.426  0.145
C  -0.152  0.147  -1.696  0.132
C  0.841  1.145  0.066  -0.180
C  -0.971  -0.142  2.281  0.281
C  0.533  1.366  -1.357  -0.398
C  0.226  -0.741  1.745  -0.536
H  -0.032  -1.803  1.605  0.281
H  -1.333  -2.303  -1.172  0.499
H  -0.790  0.255  -2.496  0.226
H  1.443  1.741  0.675  0.234
H  -0.032  2.280  -1.530  0.250
H  0.999  -0.616  2.425  0.268

The orbital gap (spin up / spin down) is 7.51 / 7.52 eV.

Version ii
Below is a structure of composition C6H6N2OS, with properties calculated with ωB97M-V/def2-TZVPD.

Last column: natural (NBO) charge in e.
CARTESIAN COORDINATES (ANGSTROEM)
S  -1.015  -2.005  -0.062  0.419
O  -0.328  0.459  0.387  -0.500
N  -3.620  2.534  -0.471  -0.342
N  -4.735  -1.851  0.481  -0.312
C  -1.377  -0.357  0.243  0.300
C  -4.003  -1.003  0.277  0.200
C  -3.267  0.115  0.068  -0.322
C  -3.347  1.436  -0.143  0.183
C  -0.435  1.859  0.520  -0.251
C  0.833  -2.075  -0.082  -0.749
H  1.372  -2.480  0.842  0.248
H  0.515  2.167  1.170  0.203
H  -1.340  2.114  1.022  0.219
H  1.093  -1.083  -0.347  0.242
H  -0.376  2.362  -0.426  0.212
H  1.020  -2.947  -0.834  0.250

The orbital gap is 7.24 eV.

Winner for stability: version i

Version i
Below is the ion C7H12N3O2 with charge +1, with properties calculated with ωB97M-V/def2-TZVPD.

Last column: natural (NBO) charge in e.
CARTESIAN COORDINATES (ANGSTROEM)
O  0.258  -2.982  -0.645  -0.563
O  1.076  -0.412  -0.361  -0.510
N  -0.193  1.201  -1.521  -0.302
N  -0.188  0.108  -0.809  0.132
N  -1.543  -1.685  0.033  -0.627
C  -1.326  -0.475  -0.575  0.338
C  -0.743  -2.831  0.068  0.702
C  2.148  3.598  -0.267  -0.249
C  1.202  2.602  -0.133  -0.133
C  0.891  2.035  1.202  -0.652
C  0.378  2.265  -1.278  0.204
C  -1.471  -3.981  0.768  -0.737
H  2.641  3.779  0.684  0.215
H  -0.281  2.077  1.315  0.212
H  -0.933  -5.037  0.669  0.286
H  -2.430  -4.060  0.276  0.242
H  2.399  4.182  -1.192  0.231
H  0.499  3.021  -2.057  0.224
H  1.440  2.508  1.974  0.243
H  1.136  0.902  1.276  0.244
H  -1.572  -3.832  1.865  0.260
H  -2.084  0.177  -0.994  0.261
H  1.213  -1.274  -0.734  0.523
H  -2.516  -1.887  0.435  0.456

Its total charge is +1. The SMILES is C=C(C)/C=N\N(O)/C=[NH+]\C(C)=O. The orbital gap is 8.43 eV.

Version ii
Below is the ion C7H12N3O2 with charge +1, with properties calculated with ωB97M-V/def2-TZVPD.

Last column: natural (NBO) charge in e.
CARTESIAN COORDINATES (ANGSTROEM)
O  1.361  2.942  0.460  -0.483
O  3.400  0.584  -0.022  -0.414
N  -1.278  0.650  -0.142  -0.096
N  1.126  -1.678  -0.198  -0.530
N  -1.759  1.418  -1.344  -0.648
C  0.176  0.744  0.050  -0.088
C  1.270  1.754  0.254  0.453
C  2.363  -2.448  0.011  -0.416
C  -1.855  -0.722  -0.271  -0.393
C  2.244  0.622  0.112  0.455
C  -1.841  1.346  1.122  -0.429
C  1.111  -0.356  -0.050  0.212
H  2.117  -3.243  0.633  0.215
H  -1.058  2.118  1.421  0.260
H  3.113  -1.826  0.433  0.237
H  0.285  -2.237  -0.253  0.412
H  -2.942  -0.718  -0.315  0.264
H  -1.046  1.501  -2.176  0.408
H  2.883  -2.990  -0.917  0.230
H  -1.521  -1.141  -1.153  0.226
H  -1.868  2.470  -1.109  0.399
H  -2.866  1.870  0.902  0.262
H  -1.542  -1.268  0.590  0.217
H  -1.872  0.607  1.964  0.248

Its total charge is +1. The SMILES is CNc1c([N+](C)(C)N)c(=O)c1=O. The orbital gap is 9.43 eV.

Winner for stability: version ii

Version i
Below is a structure of composition C13H30Li4N2O7, with properties calculated with ωB97M-V/def2-TZVPD.

Last column: natural (NBO) charge in e.
CARTESIAN COORDINATES (ANGSTROEM)
O  -1.745  -0.641  -0.418  -0.883
O  1.391  5.406  8.135  -0.532
O  -1.183  -2.719  -0.810  -0.877
O  0.346  -1.135  -0.983  -1.089
O  -0.975  -5.401  -4.178  -0.533
O  -1.074  2.726  2.864  -0.547
O  0.392  -2.146  -5.442  -0.558
N  1.691  -4.224  -4.044  -0.673
N  0.099  4.461  4.800  -0.637
C  -0.084  -1.012  -6.154  -0.248
C  -1.170  4.734  4.133  -0.232
C  -1.307  2.071  1.652  -0.236
C  0.503  6.109  8.990  -0.251
C  2.401  -3.420  -5.029  -0.231
C  1.143  5.543  6.767  -0.067
C  0.087  4.564  6.258  -0.248
C  -2.010  -5.300  -3.263  -0.259
C  1.353  -5.601  -4.444  -0.255
C  0.160  -6.104  -3.690  -0.071
C  1.512  -2.732  -6.035  -0.089
C  -0.841  -1.522  -0.561  0.935
C  -1.151  4.143  2.747  -0.076
Li  2.254  -1.507  -0.536  0.990
Li  -3.179  -2.004  -0.932  0.976
Li  -0.743  0.350  -2.110  0.978
Li  0.239  -2.712  -2.322  0.903
H  0.418  7.163  8.700  0.169
H  -2.658  -6.179  -3.116  0.192
H  1.257  -3.478  -6.806  0.187
H  0.390  3.534  4.522  0.361
H  -0.524  5.722  9.001  0.162
H  3.155  -4.006  -5.571  0.208
H  2.057  5.242  6.237  0.180
H  -1.044  -0.751  -5.705  0.171
H  -0.020  -7.167  -3.883  0.211
H  2.210  -4.257  -3.180  0.349
H  -1.330  5.815  4.059  0.200
H  -2.705  -4.561  -3.671  0.182
H  2.139  -2.043  -6.618  0.194
H  1.351  -5.799  -5.513  0.235
H  2.987  -2.680  -4.472  0.175
H  -1.641  -5.076  -2.250  0.150
H  1.037  6.580  6.421  0.169
H  -2.052  4.425  2.188  0.174
H  -1.150  1.004  1.788  0.184
H  -2.324  2.256  1.280  0.166
H  2.199  -6.237  -4.124  0.197
H  -0.914  4.872  6.578  0.179
H  0.334  3.599  6.705  0.194
H  -2.026  4.364  4.717  0.178
H  -0.609  2.478  0.897  0.138
H  0.341  -5.937  -2.617  0.153
H  0.938  6.001  9.980  0.202
H  -0.275  4.517  2.201  0.173
H  -0.209  -1.174  -7.222  0.211
H  0.560  -0.154  -5.923  0.166

Its total charge is +2. The orbital gap is 4.11 eV.

Version ii
Below is a structure of composition C13H30Li4N2O7, with properties calculated with ωB97M-V/def2-TZVPD.

Last column: natural (NBO) charge in e.
CARTESIAN COORDINATES (ANGSTROEM)
O  4.482  -3.167  2.475  -0.595
O  2.999  0.518  5.889  -0.578
O  5.882  -0.872  4.172  -0.797
O  3.377  -0.192  0.823  -0.610
O  8.052  -2.019  6.437  -0.583
O  6.322  -0.141  2.202  -0.956
O  7.781  -0.114  3.633  -1.011
N  2.597  -1.056  3.473  -0.702
N  5.716  -0.498  6.918  -0.753
C  5.131  -3.677  1.244  -0.272
C  7.200  -2.527  7.380  -0.066
C  1.573  -0.573  2.532  -0.256
C  6.331  -1.320  7.926  -0.230
C  4.979  0.713  7.369  -0.257
C  8.719  -3.030  5.737  -0.262
C  2.149  0.191  6.955  -0.270
C  2.325  -2.468  3.724  -0.239
C  2.282  0.372  1.563  -0.069
C  3.036  -3.315  2.601  -0.079
C  4.154  1.367  6.204  -0.068
C  4.104  0.763  -0.124  -0.257
C  6.639  -0.424  3.362  0.928
Li  7.259  -0.189  5.600  0.883
Li  7.765  0.837  1.264  0.967
Li  4.543  -1.050  2.476  0.868
Li  8.872  1.703  4.048  0.982
H  6.042  -3.138  0.986  0.189
H  3.343  1.493  -0.404  0.199
H  2.699  1.263  2.033  0.158
H  2.508  -0.390  4.227  0.417
H  2.648  -0.646  7.443  0.176
H  7.769  -3.125  8.093  0.207
H  4.435  0.334  -1.070  0.223
H  8.049  -3.752  5.271  0.185
H  4.517  0.610  8.351  0.214
H  3.612  2.173  6.698  0.210
H  6.464  -3.137  6.856  0.174
H  4.789  1.353  0.485  0.167
H  1.300  -1.419  1.902  0.203
H  1.267  -2.733  3.716  0.204
H  5.432  -0.910  6.040  0.421
H  9.343  -2.612  4.947  0.197
H  1.187  -0.199  6.623  0.208
H  2.521  -2.995  1.695  0.173
H  5.720  1.428  7.726  0.182
H  4.883  1.564  5.417  0.186
H  6.956  -0.596  8.449  0.182
H  5.347  -4.732  1.413  0.203
H  9.273  -3.696  6.398  0.193
H  0.692  -0.160  3.024  0.220
H  4.675  -3.548  0.263  0.199
H  5.551  -1.624  8.623  0.202
H  1.839  0.966  7.657  0.192
H  2.730  -2.723  4.703  0.210
H  2.716  -4.348  2.739  0.197
H  1.619  0.879  0.861  0.191

Its total charge is +2. The orbital gap is 6.48 eV.

Winner for stability: version ii